DFT (ωB97M-V/def2-TZVPD) results for a molecular structure, C19H27F6IN3O4P2RuS2Te.

XYZ file:
```
66
Properties=species:S:1:pos:R:3:forces:R:3
Ru -0.842092 -0.409582 0.526408 -0.084 0.331 0.152
C 0.678081 2.407555 -1.120986 -0.048 0.006 -0.040
P -0.314024 1.903776 0.307684 0.152 0.153 -0.052
C -1.732900 3.022106 0.137535 -0.062 -0.037 0.058
C 0.406235 2.521072 1.870335 0.148 0.056 -0.140
C -0.564312 2.118412 2.967190 -0.109 -0.020 0.147
P -0.884481 0.340023 2.791361 -0.302 -0.234 -0.241
C 0.451160 -0.484878 3.686072 -0.046 0.089 0.136
C -2.421677 -0.050821 3.640604 0.046 0.029 0.054
H 0.958086 3.456012 -0.987837 -0.037 0.009 0.033
H 0.047852 2.354078 -2.010654 0.012 -0.028 -0.002
H 1.581071 1.828617 -1.282500 0.009 -0.016 -0.054
H -1.339175 4.033289 0.267355 0.014 -0.004 0.014
H -2.499854 2.848516 0.889534 -0.012 0.014 -0.021
H -2.185479 2.957508 -0.849894 0.028 -0.021 -0.002
H 0.510745 3.605474 1.792431 0.018 0.003 -0.003
H 1.396965 2.110671 2.059578 0.004 -0.042 -0.033
H -1.511967 2.654443 2.896847 0.011 0.018 -0.003
H -0.162279 2.315652 3.963298 0.013 -0.024 -0.002
H 0.318513 -0.252080 4.746476 0.018 -0.017 -0.002
H 1.427095 -0.104235 3.381046 -0.003 -0.017 -0.025
H 0.412933 -1.563465 3.554475 0.018 0.001 -0.017
H -2.423799 0.464616 4.604269 0.006 -0.008 0.002
H -2.492745 -1.122551 3.816302 -0.012 -0.003 -0.014
H -3.284991 0.269741 3.059830 -0.007 0.016 0.014
F -3.579349 -4.647219 1.697404 -0.004 0.006 0.022
C -2.462632 -4.204428 2.202983 0.043 -0.013 0.007
F -1.549841 -5.132904 2.294943 -0.011 0.007 -0.008
F -2.655813 -3.600695 3.359907 0.016 0.005 0.004
S -1.804028 -2.889150 1.033861 -0.326 -0.116 -0.499
O -2.670778 -1.696302 1.107547 0.105 0.125 -0.094
O -0.460559 -2.406527 1.473008 0.332 0.078 0.115
N -1.779944 -3.575896 -0.350143 0.399 -0.048 0.204
S -0.634194 -3.107469 -1.360192 -0.227 0.189 0.045
O -0.503248 -1.607866 -1.297033 -0.290 -0.317 -0.039
O 0.603116 -3.796792 -1.295711 -0.061 -0.013 0.033
C -1.459210 -3.405605 -3.001265 0.001 -0.005 -0.001
F -1.614560 -4.687104 -3.171481 -0.015 0.006 -0.003
F -0.656200 -2.883771 -3.912951 0.004 -0.004 0.003
F -2.619032 -2.769232 -3.001215 0.005 0.012 0.002
I -6.293796 1.296425 -1.676857 0.065 -0.012 0.002
C -4.287115 0.848689 -1.559153 -0.103 0.047 -0.001
C -3.392917 0.668639 -2.599819 0.028 -0.032 -0.023
N -2.191947 0.391851 -2.067738 0.020 0.194 0.022
N -2.263170 0.382550 -0.722054 0.053 -0.262 0.140
C -3.534697 0.656182 -0.403909 0.057 -0.007 0.000
H -3.533491 0.708638 -3.668900 -0.009 0.007 0.004
H -1.354430 0.088490 -2.539730 -0.011 -0.079 0.006
H -3.856048 0.701623 0.623565 -0.002 -0.018 -0.005
C 2.261812 -0.737943 -1.818368 0.015 -0.106 0.094
Te 1.803384 -0.737886 0.267891 0.185 0.134 -0.082
C 3.201812 0.884767 0.424790 -0.012 -0.075 0.025
C 4.035201 0.746741 -0.829707 0.001 -0.009 -0.030
C 5.258818 1.404869 -0.915131 0.040 0.052 0.044
C 6.008005 1.322029 -2.075686 0.002 0.007 0.017
C 5.546995 0.573042 -3.152286 -0.011 -0.007 0.000
C 4.338185 -0.094818 -3.066657 -0.011 -0.047 -0.038
C 3.575044 -0.006894 -1.905091 0.013 0.041 -0.006
H 1.443176 -0.285141 -2.375901 -0.015 0.014 0.024
H 2.336167 -1.791534 -2.087001 -0.035 0.006 -0.053
H 3.773533 0.700792 1.334440 -0.008 0.032 0.022
H 2.720314 1.858069 0.488662 -0.011 -0.049 0.094
H 5.629169 1.976118 -0.072571 0.003 0.002 -0.009
H 6.959689 1.831604 -2.138114 0.001 -0.003 0.007
H 6.140861 0.496592 -4.052658 -0.006 0.000 -0.004
H 3.992752 -0.696482 -3.898437 0.005 0.005 0.002
```
Forces are in eV/Å.

Values from the calculation:
Frontier orbital gap, eV: 5.5
HOMO, hartree: -0.61165
Maximum force, hartree/bohr: 0.0118
Total charge: +3
Multiplicity: 1

Results of the natural (NBO) charge analysis, in e, for atoms 1 through 4: number 1, Ru, carries 0.24; number 2, C, carries -1.00; number 3, P, carries 1.37; number 4, C, carries -0.98

DFT (ωB97M-V/def2-TZVPD) results for a molecular structure, C3H4BiO3 at a distorted geometry.

XYZ file:
```
11
Properties=species:S:1:pos:R:3:forces:R:3
C -1.620235 0.703934 -0.549223 -0.374 0.249 -0.931
C -1.282714 -0.332256 0.209887 -0.268 0.280 1.306
O -0.173595 -1.140980 -0.099589 2.293 -0.374 0.381
C 1.044713 -0.763054 0.083201 -5.128 -0.383 -1.327
O 1.335698 0.483082 0.439372 0.252 1.007 0.407
O 2.014397 -1.475337 -0.174340 2.290 -0.590 0.187
H -1.189467 0.847355 -1.542021 0.014 0.248 0.156
H -1.783766 -0.679374 1.111670 -0.095 -0.209 -0.191
H -2.481772 1.299681 -0.250758 0.073 0.020 -0.058
Bi 3.575449 -0.060836 0.279648 0.967 -0.331 -0.107
H 0.561288 1.117786 0.492157 -0.024 0.083 0.177
```
Forces are in eV/Å.

Values from the calculation:
Frontier orbital gap (spin up / spin down), eV: 5.9 / 3.5
Relative energy (zero: lowest compared OMol25 entry of this formula, charge and spin), kcal/mol: 26.0
HOMO (spin up / spin down), hartree: -0.88437 / -0.83305
Maximum force, hartree/bohr: 0.1033
Total charge: +3
Multiplicity: 1

Results of the Mulliken charge analysis, in e, for atoms 1 through 4: number 1, C, carries -0.48; number 2, C, carries -0.05; number 3, O, carries -0.10; number 4, C, carries 1.05

DFT (ωB97M-V/def2-TZVPD) results for a molecular structure, C19H27Br4FeN4O5S at a distorted geometry.

XYZ file:
```
61
Properties=species:S:1:pos:R:3:forces:R:3
Fe 8.687632 6.540546 11.063952 0.912 0.155 0.510
C 7.178295 9.270611 12.237306 -0.034 -0.166 0.352
N 7.897248 8.050915 12.722978 -0.186 0.952 0.829
C 9.054132 8.560119 13.541732 -0.054 -0.412 -0.255
C 6.965294 7.367789 13.678247 0.205 0.266 -0.138
C 7.393995 5.934435 13.899439 0.687 -0.058 -0.415
N 7.535808 5.238232 12.572189 -0.649 -0.372 0.827
C 6.147000 4.874090 12.147619 0.364 -0.364 -0.156
C 8.227465 3.957208 12.867972 0.494 0.070 -0.161
H 6.850521 9.867191 13.124195 0.108 -0.276 -0.614
H 6.311482 8.986530 11.623689 0.309 0.084 0.273
H 7.845794 9.879522 11.623341 -0.080 -0.147 0.076
H 8.684263 9.147333 14.407719 0.139 -0.195 -0.416
H 9.683449 9.196999 12.912266 -0.098 -0.147 0.115
H 9.670130 7.721797 13.895937 -0.218 0.278 -0.142
H 5.940373 7.407780 13.277621 0.380 0.046 0.059
H 6.977050 7.926413 14.638915 -0.187 -0.308 -0.402
H 6.649615 5.388799 14.513078 0.384 0.232 -0.102
H 8.385180 5.908134 14.408262 -0.675 -0.067 -0.353
H 5.735793 4.188044 12.926474 -0.071 0.487 -0.556
H 6.177061 4.341028 11.181106 0.069 0.244 0.448
H 5.517327 5.766712 12.027813 0.206 -0.307 0.126
H 7.696864 3.459223 13.694840 0.183 -0.070 -0.167
H 9.284209 4.137452 13.152234 -0.688 -0.011 -0.186
H 8.209262 3.308072 11.983867 0.000 0.194 0.173
Br 5.446620 4.950510 4.880233 0.251 0.155 0.524
C 6.110240 5.858569 6.410044 0.334 -1.166 0.480
C 5.947662 7.247445 6.507748 0.071 1.519 0.926
Br 5.015186 8.204813 5.150571 0.384 -0.290 0.505
C 6.437562 7.922908 7.637705 -0.494 0.721 -1.046
Br 6.260203 9.817817 7.791767 0.067 -0.577 0.081
C 7.116274 7.277561 8.698999 0.529 -0.386 1.274
O 7.580897 7.851255 9.756573 -0.804 -0.745 -1.541
C 7.308407 5.805096 8.580497 0.520 0.052 0.959
O 7.976844 5.203864 9.512022 -0.869 0.787 -1.217
C 6.755268 5.166578 7.441418 -0.107 -0.353 -0.976
Br 7.055880 3.305483 7.285170 0.010 0.170 0.205
C 14.010823 7.860645 6.621880 0.325 -0.005 -0.307
C 13.467180 7.290022 7.913754 -0.420 -0.335 0.266
C 14.191813 7.476046 9.108257 0.193 0.486 0.177
C 13.732960 6.954857 10.321081 -1.051 -0.395 -0.749
C 12.523665 6.262000 10.356651 -0.345 0.342 0.756
C 11.568981 6.245464 9.196541 1.053 -0.105 -0.233
C 12.268950 6.594037 7.906483 0.032 0.284 0.508
S 11.912694 5.468458 11.859078 1.741 3.468 -2.195
O 11.715146 4.119545 11.327545 -0.882 -2.187 1.066
O 12.948720 5.622762 12.855521 -1.406 -0.422 0.126
O 10.572238 6.118827 12.144044 0.240 -0.830 0.453
H 14.928731 8.452513 6.803557 -0.473 -0.334 -0.085
H 13.277035 8.512724 6.124548 0.167 -0.138 0.237
H 14.256273 7.068104 5.891670 -0.042 0.231 0.344
H 15.106196 8.056277 9.076691 0.005 -0.080 0.040
H 14.286276 7.078768 11.244010 0.059 -0.132 -0.076
H 9.975232 4.800308 8.867004 -0.045 0.030 -0.222
H 11.767032 6.394238 6.949052 -0.046 0.108 0.452
N 10.974057 4.805259 9.071279 -0.627 -0.410 0.937
N 10.363228 7.143485 9.532332 -0.687 -0.041 -0.030
H 11.484107 4.265317 8.370336 -0.040 0.424 0.093
H 11.116177 4.254772 10.131809 0.356 1.032 -1.265
H 9.804772 7.337881 8.699045 0.237 -0.235 -0.210
H 10.713725 8.080917 9.775357 0.266 -0.752 0.015
```
Forces are in eV/Å.

Values from the calculation:
Frontier orbital gap (spin up / spin down), eV: 5.7 / 3.1
Expectation value of S²: 8.7767
Relative energy (zero: lowest compared OMol25 entry of this formula, charge and spin), kcal/mol: 26.4
HOMO (spin up / spin down), hartree: -0.21971 / -0.21916
Maximum force, hartree/bohr: 0.0867
Total charge: 0
Multiplicity: 6

Results of the natural (NBO) charge analysis, in e, for atoms 1 through 4: number 1, Fe, carries 1.60; number 2, C, carries -0.41; number 3, N, carries -0.51; number 4, C, carries -0.43

DFT (ωB97M-V/def2-TZVPD) results for a single C6H10OS molecule at a distorted geometry.

XYZ file:
```
18
Properties=species:S:1:pos:R:3:forces:R:3
C -1.667583 -1.270869 -0.005914 -4.166 -2.027 -1.865
C -1.092039 -0.544965 1.137540 -0.540 1.988 4.672
C -0.488468 -0.907488 -0.883012 -0.649 1.320 -0.225
C 0.301498 1.462466 0.077990 -2.473 2.647 0.238
C 1.709014 1.435275 -0.306642 1.415 -1.734 0.362
C -0.055444 0.033169 0.270189 2.906 -0.522 -1.892
O 2.493639 -1.271067 -0.496060 0.634 -1.287 -1.618
S 2.080578 -0.288509 0.477097 -3.007 2.589 1.459
H -1.989748 -2.354814 0.161969 0.947 1.206 -0.192
H -2.617601 -0.865914 -0.506864 1.191 -0.027 1.137
H -1.680574 0.314933 1.812690 1.130 -2.418 -1.806
H -0.609078 -1.257030 1.866177 -0.656 0.720 -0.430
H 0.195991 -1.670638 -1.037525 1.534 -1.613 -0.160
H -0.745796 -0.539018 -1.889618 0.175 0.365 0.509
H 0.213056 1.995806 1.033425 0.215 -0.407 0.326
H -0.374797 2.189623 -0.512743 0.676 -1.537 0.129
H 2.021721 1.349792 -1.311514 -0.239 -0.292 -1.402
H 2.305633 2.189254 0.112811 0.905 1.029 0.757
```
Forces are in eV/Å.

Values from the calculation:
Frontier orbital gap, eV: 9.1
Relative energy (zero: lowest compared OMol25 entry of this formula, charge and spin), kcal/mol: 83.7
HOMO, hartree: -0.30706
Maximum force, hartree/bohr: 0.0993
Total charge: 0
Multiplicity: 1

Results of the natural (NBO) charge analysis, in e, for atoms 1 through 4: number 1, C, carries -0.41; number 2, C, carries -0.44; number 3, C, carries -0.45; number 4, C, carries -0.48